{"formula": "C49H48BrClN8O15P", "method": "wB97M-V/def2-TZVPD", "species": ["C", "C", "C", "P", "O", "Cl", "C", "C", "C", "Br", "N", "C", "H", "H", "H", "H", "H", "H", "H", "H", "H", "H", "H", "H", "H", "C", "C", "C", "C", "C", "C", "N", "O", "O", "H", "H", "H", "H", "H", "C", "C", "C", "C", "C", "C", "N", "O", "O", "H", "H", "H", "H", "H", "C", "C", "C", "C", "C", "C", "N", "O", "O", "H", "H", "H", "H", "H", "C", "C", "C", "C", "C", "C", "N", "O", "O", "H", "H", "H", "H", "H", "C", "C", "C", "C", "C", "C", "N", "O", "O", "H", "H", "H", "H", "H", "C", "C", "C", "C", "C", "C", "N", "O", "O", "H", "H", "H", "H", "H", "C", "C", "C", "C", "C", "C", "N", "O", "O", "H", "H", "H", "H", "H"], "xyz": [[3.958, 1.217, -1.797], [4.057, -0.149, -1.813], [3.228, -1.061, -2.711], [4.318, -2.516, -3.261], [5.773, -2.019, -2.729], [4.513, -2.372, -5.326], [2.647, -0.283, -3.882], [1.525, -1.042, -4.606], [0.534, -1.748, -3.688], [-1.261, -1.034, -3.961], [0.782, -1.509, -2.241], [2.188, -1.690, -1.777], [3.450, 1.657, -0.943], [4.263, 1.869, -2.610], [4.738, -0.644, -1.122], [6.447, -2.616, -3.083], [3.425, -0.122, -4.621], [2.269, 0.689, -3.575], [1.928, -1.776, -5.296], [0.980, -0.329, -5.217], [0.446, -2.801, -3.918], [0.201, -2.191, -1.725], [0.397, -0.600, -1.975], [2.410, -2.741, -1.595], [2.252, -1.200, -0.807], [7.383, 1.192, 3.832], [7.208, 1.794, 2.593], [5.933, 1.980, 2.086], [4.852, 1.558, 2.839], [5.005, 0.952, 4.072], [6.284, 0.769, 4.568], [3.499, 1.773, 2.313], [3.392, 2.294, 1.219], [2.554, 1.424, 3.000], [8.380, 1.053, 4.227], [8.065, 2.122, 2.023], [5.787, 2.448, 1.124], [4.145, 0.629, 4.640], [6.424, 0.299, 5.532], [-0.946, -8.865, -4.456], [-0.433, -8.785, -3.168], [0.385, -7.727, -2.815], [0.675, -6.764, -3.764], [0.179, -6.829, -5.055], [-0.638, -7.891, -5.399], [1.528, -5.638, -3.385], [1.971, -5.606, -2.254], [1.753, -4.770, -4.218], [-1.590, -9.692, -4.726], [-0.671, -9.543, -2.441], [0.786, -7.658, -1.815], [0.424, -6.069, -5.781], [-1.036, -7.959, -6.402], [-6.658, -6.973, -1.774], [-5.700, -6.344, -0.990], [-4.478, -6.955, -0.761], [-4.238, -8.192, -1.330], [-5.180, -8.838, -2.109], [-6.399, -8.220, -2.329], [-2.936, -8.835, -1.107], [-2.127, -8.258, -0.407], [-2.730, -9.906, -1.647], [-7.609, -6.491, -1.953], [-5.904, -5.375, -0.557], [-3.727, -6.473, -0.153], [-4.971, -9.806, -2.538], [-7.147, -8.710, -2.936], [0.720, 3.924, 2.449], [1.603, 4.670, 3.217], [1.241, 5.928, 3.669], [-0.011, 6.416, 3.342], [-0.903, 5.693, 2.574], [-0.529, 4.436, 2.128], [-0.409, 7.743, 3.836], [0.396, 8.370, 4.495], [-1.527, 8.135, 3.560], [1.000, 2.943, 2.101], [2.578, 4.273, 3.469], [1.921, 6.516, 4.267], [-1.872, 6.098, 2.327], [-1.210, 3.855, 1.525], [-0.302, 2.772, -5.869], [-1.431, 3.261, -5.226], [-1.409, 3.491, -3.859], [-0.248, 3.226, -3.160], [0.886, 2.735, -3.780], [0.855, 2.506, -5.146], [-0.208, 3.483, -1.711], [-1.215, 3.905, -1.183], [0.835, 3.252, -1.126], [-0.321, 2.601, -6.937], [-2.329, 3.469, -5.790], [-2.283, 3.872, -3.352], [1.783, 2.540, -3.210], [1.735, 2.127, -5.649], [-3.238, 8.960, 6.319], [-4.101, 8.614, 7.351], [-5.425, 9.018, 7.315], [-5.863, 9.764, 6.238], [-5.018, 10.126, 5.205], [-3.695, 9.718, 5.250], [-7.276, 10.178, 6.184], [-7.992, 9.863, 7.114], [-7.643, 10.806, 5.210], [-2.205, 8.640, 6.346], [-3.743, 8.026, 8.185], [-6.103, 8.754, 8.112], [-5.384, 10.713, 4.376], [-3.019, 9.986, 4.453], [0.075, -2.018, 3.985], [-0.107, -3.382, 3.798], [-0.458, -3.872, 2.553], [-0.616, -2.977, 1.509], [-0.444, -1.613, 1.677], [-0.096, -1.134, 2.927], [-0.969, -3.498, 0.186], [-1.147, -4.682, 0.063], [-1.071, -2.694, -0.749], [0.353, -1.640, 4.960], [0.025, -4.066, 4.625], [-0.603, -4.931, 2.401], [-0.583, -0.930, 0.852], [0.043, -0.073, 3.076]], "fmax_ev_per_a": 2.65, "total_charge": 1, "lumo_ev": -3.62, "energy_ev": -186052.3442, "homo_lumo_gap_ev": 6.9305, "homo_ev": -10.55}